Record 1
ORCA calculation (the ωB97M-V functional and the def2-TZVPD basis) on 2 unconnected molecules or ions with the total composition C3H9NO2S at a distorted geometry.

Geometry as XYZ:
```
16
C3H9NO2S, DFT the ωB97M-V functional and the def2-TZVPD basis
S -2.4225 0.0766 -0.3909
O -1.9091 0.9413 -1.4167
O -3.1952 -1.0786 -0.7114
N 1.6862 -0.6978 -0.1992
C -1.1610 -0.2798 0.7692
C 2.3584 0.5236 0.3610
C 0.4776 -0.4050 -0.7022
H 1.5295 1.2230 0.4112
H 0.2791 0.6262 -0.8927
H -3.1284 1.0863 0.3753
H 2.7292 0.5288 1.3734
H 3.0500 0.9323 -0.3998
H 0.0271 -1.1945 -1.1300
H -0.9495 0.6033 1.3771
H -1.2748 -1.2597 1.0768
H 1.9033 -1.6259 0.0990
```



Record 2
ORCA calculation (the ωB97M-V functional and the def2-TZVPD basis) on a molecular structure, C5H7N.

Geometry as XYZ:
```
13
C5H7N, DFT the ωB97M-V functional and the def2-TZVPD basis
N 0.6674 0.0904 0.1644
C 0.2812 1.3632 -0.0111
C -1.4413 0.1608 -1.0377
C 1.2773 -0.7672 1.1507
C 0.0054 -0.2783 -1.0647
C -0.3450 1.1822 -1.2809
H 0.7769 -1.7359 1.0524
H 2.3505 -0.9107 0.9846
H -1.9733 0.1007 -0.0831
H 1.1132 -0.3979 2.1666
H -2.0415 -0.1854 -1.8767
H 0.4791 -0.9634 -1.7613
H 0.3434 2.1876 0.6990
```



The energy above the lowest of the compared OMol25 structures with the same formula, charge and spin results, record by record, are as follows: 494.7, 470.9 kJ/mol.